No. 1
Entry from OMol25: a molecular structure, C43H43BBrF3IN9O2S2Y (ωB97M-V/def2-TZVPD).

Element x y z (Å)
Y -0.081 -0.223 -0.147
C 2.242 -2.339 3.234
N 0.904 -2.616 3.703
C 0.533 -2.706 5.031
C -0.774 -3.043 5.041
N -1.203 -3.177 3.742
B -2.632 -3.720 3.348
N -3.431 -2.652 2.552
C -3.890 -2.841 1.268
C -4.587 -1.750 0.891
N -4.572 -0.889 1.970
C -5.171 0.425 2.011
C -3.885 -1.456 2.997
S -3.691 -0.753 4.530
C -0.175 -2.895 2.927
S -0.180 -2.888 1.207
H 2.679 -1.549 3.844
H 2.193 -2.009 2.199
H 2.865 -3.234 3.303
H 1.221 -2.486 5.828
H -1.464 -3.169 5.855
H -3.192 -3.997 4.379
H -2.488 -4.677 2.624
H -3.680 -3.753 0.742
H -5.084 -1.503 -0.030
H -5.830 0.529 1.151
H -4.397 1.189 1.970
H -5.739 0.536 2.933
C -0.259 0.860 -2.304
H -1.289 0.791 -2.683
H 0.410 0.593 -3.144
H -0.057 1.924 -2.137
F -5.160 6.340 5.178
C -4.890 6.547 3.877
F -4.153 7.679 3.808
F -6.069 6.840 3.280
C -4.203 5.387 3.231
C -3.979 4.206 3.923
C -3.345 3.148 3.294
C -2.931 3.254 1.961
C -3.168 4.453 1.276
C -3.797 5.509 1.906
C -2.278 2.156 1.320
C -1.734 1.210 0.772
H -4.298 4.110 4.952
H -3.175 2.218 3.823
H -2.845 4.538 0.247
H -3.974 6.433 1.370
C 3.007 -4.291 0.149
C 2.383 -3.480 -0.882
N 1.835 -2.848 -1.666
H 3.817 -3.737 0.621
H 3.398 -5.213 -0.279
H 2.236 -4.520 0.886
I -2.570 -5.637 -3.168
C -1.748 -3.795 -2.764
C -1.099 -2.956 -3.647
N -0.753 -1.876 -2.947
N -1.109 -1.957 -1.659
C -1.727 -3.128 -1.537
H -0.871 -3.050 -4.694
H -0.251 -1.047 -3.242
H -2.099 -3.439 -0.580
C 2.053 0.553 -7.723
C 2.483 -0.334 -6.584
C 2.696 -1.686 -6.821
C 3.071 -2.532 -5.788
C 3.271 -2.017 -4.523
C 3.067 -0.659 -4.264
N 3.247 -0.226 -2.939
C 3.843 0.957 -2.546
C 4.848 1.542 -3.325
C 5.429 2.739 -2.950
C 5.026 3.393 -1.793
C 4.028 2.825 -1.019
C 3.444 1.614 -1.366
C 2.348 1.072 -0.505
O 1.515 1.837 0.009
O 2.271 -0.201 -0.351
C 2.635 0.193 -5.293
C 2.294 1.638 -5.044
H 2.118 0.019 -8.670
H 2.674 1.449 -7.792
H 1.021 0.891 -7.600
H 2.562 -2.076 -7.824
H 3.227 -3.587 -5.973
H 3.584 -2.652 -3.706
H 2.781 -0.753 -2.209
H 5.162 1.039 -4.232
H 6.209 3.165 -3.571
H 5.476 4.335 -1.507
H 3.662 3.325 -0.131
H 3.117 2.302 -5.327
H 2.066 1.827 -3.999
H 1.419 1.927 -5.625
Br 0.944 1.753 6.753
C 0.782 1.132 4.971
C -0.354 0.457 4.576
C -0.414 0.026 3.259
N 0.569 0.206 2.374
C 1.647 0.876 2.785
C 1.806 1.360 4.071
H -1.187 0.253 5.233
H -1.310 -0.484 2.925
H 2.420 1.028 2.045
H 2.700 1.898 4.352

F_max ... 0.797 eV/Å
Total charge ... -1
E_HOMO ... -4.721 eV
Energy relative to the best compared isomer or geometry (same formula, charge and spin) ... 0.0 kcal/mol
HOMO-LUMO gap ... 6.63 eV
E ... -172488.127 eV



No. 2
Entry from OMol25: a molecular structure, C43H43MoNO4P2 (ωB97M-V/def2-TZVPD).

Element x y z (Å)
Mo -0.799 -0.704 1.073
N 3.136 -1.107 -0.708
C 3.273 0.113 0.091
C 2.531 1.276 -0.548
C 1.027 1.232 -0.498
O 0.311 2.142 -0.810
O 0.510 0.067 -0.050
H 3.724 -1.838 -0.326
H 3.477 -0.933 -1.646
H 4.311 0.430 0.224
H 2.880 -0.076 1.092
H 2.809 1.375 -1.602
H 2.827 2.224 -0.095
O -3.071 -1.437 0.943
C -3.466 -2.672 0.401
C -4.808 -2.980 0.254
C -5.162 -4.180 -0.340
C -4.186 -5.049 -0.810
C -2.854 -4.690 -0.726
C -2.466 -3.497 -0.113
P -0.797 -2.830 -0.303
C 0.501 -3.896 0.348
C 1.523 -3.301 1.085
C 2.564 -4.066 1.591
C 2.587 -5.433 1.360
C 1.580 -6.031 0.610
C 0.545 -5.268 0.098
C -0.566 -2.695 -2.084
C 0.666 -2.971 -2.668
C 0.821 -2.826 -4.039
C -0.242 -2.395 -4.820
C -1.471 -2.112 -4.235
C -1.637 -2.261 -2.869
C -3.825 -0.782 1.928
C -4.652 -1.415 2.830
C -5.331 -0.633 3.760
C -5.174 0.742 3.791
C -4.302 1.356 2.901
C -3.613 0.595 1.963
P -2.341 1.256 0.857
C -3.055 1.604 -0.746
C -4.186 2.417 -0.829
C -4.758 2.671 -2.064
C -4.210 2.110 -3.211
C -3.088 1.298 -3.129
C -2.507 1.043 -1.896
C -1.711 2.739 1.654
C -1.557 3.923 0.935
C -1.039 5.044 1.568
C -0.662 4.984 2.902
C -0.801 3.799 3.616
C -1.322 2.679 2.995
H -5.567 -2.288 0.591
H -6.210 -4.428 -0.453
H -4.465 -5.982 -1.279
H -2.110 -5.331 -1.178
H 1.536 -2.230 1.241
H 3.354 -3.595 2.162
H 3.395 -6.035 1.758
H 1.604 -7.097 0.420
H -0.216 -5.751 -0.500
H 1.497 -3.299 -2.059
H 1.773 -3.059 -4.499
H -0.117 -2.288 -5.890
H -2.306 -1.796 -4.850
H -2.606 -2.063 -2.423
H -4.777 -2.488 2.824
H -5.990 -1.119 4.470
H -5.718 1.337 4.514
H -4.144 2.426 2.945
H -4.618 2.853 0.066
H -5.632 3.307 -2.133
H -4.659 2.315 -4.174
H -2.654 0.873 -4.025
H -1.613 0.437 -1.839
H -1.830 3.971 -0.109
H -0.927 5.966 1.013
H -0.260 5.863 3.390
H -0.506 3.754 4.657
H -1.441 1.760 3.557
C -1.528 -0.913 5.130
C -0.475 -1.486 4.195
C 0.898 -0.881 4.428
C -0.469 -3.003 4.243
O -0.879 -1.111 2.830
H -1.250 -1.109 6.167
H -2.496 -1.374 4.941
H -1.615 0.166 5.003
H 1.275 -1.176 5.408
H 0.855 0.208 4.393
H 1.604 -1.241 3.676
H -0.321 -3.329 5.274
H 0.335 -3.418 3.639
H -1.426 -3.398 3.899

F_max ... 0.716 eV/Å
Multiplicity ... 3
Total charge ... +2
E_HOMO (alpha / beta) ... -13.716 / -14.022 eV
Energy relative to the best compared isomer or geometry (same formula, charge and spin) ... 14.4 kcal/mol
HOMO-LUMO gap (alpha / beta) ... 7.36 / 7.81 eV
E ... -75390.342 eV